#1
Density functional theory data (wB97M-V/def2-TZVPD) for 11 unconnected molecules or ions with the total composition C33H88O11.

Each atom is followed by the atoms it is bonded to, with distances in Å.
Positions of all 132 atoms, in Å:
1 C -0.549 1.348 5.102  C2 1.513, H5 1.090, H6 1.093, H7 1.097
2 C 0.513 2.416 5.252  C1 1.513, C3 1.515, O4 1.443, H8 1.097
3 C 1.724 2.189 4.370  C2 1.515, H9 1.092, H10 1.092, H11 1.090
4 O 0.017 3.734 4.936  C2 1.443, H12 0.962
5 H -0.153 0.348 5.278  C1 1.090
6 H -1.039 1.383 4.126  C1 1.093
7 H -1.336 1.471 5.856  C1 1.097
8 H 0.814 2.427 6.307  C2 1.097
9 H 2.413 1.476 4.827  C3 1.092
10 H 2.291 3.118 4.289  C3 1.092
11 H 1.472 1.855 3.363  C3 1.090
12 H -0.828 3.830 5.387  O4 0.962
13 C -0.502 6.433 1.283  C14 1.522, H17 1.091, H18 1.094, H19 1.087
14 C -0.212 5.188 2.109  C13 1.522, C15 1.522, O16 1.411, H20 1.099
15 C -0.097 3.906 1.296  C14 1.522, H21 1.094, H22 1.098, H23 1.090
16 O 0.961 5.353 2.874  C14 1.411, H24 0.967
17 H 0.388 6.749 0.737  C13 1.091
18 H -0.728 7.242 1.984  C13 1.094
19 H -1.373 6.279 0.652  C13 1.087
20 H -1.052 5.072 2.808  C14 1.099
21 H -0.873 3.751 0.540  C15 1.094
22 H -0.271 3.091 2.010  C15 1.098
23 H 0.893 3.783 0.856  C15 1.090
24 H 0.830 4.979 3.757  O16 0.967
25 C 4.742 2.688 2.199  C26 1.538, H29 1.096, H30 1.088, H31 1.093
26 C 5.439 1.332 2.404  C25 1.538, C27 1.495, O28 1.449, H32 1.094
27 C 4.645 0.174 1.889  C26 1.495, H33 1.093, H34 1.090, H35 1.090
28 O 6.643 1.322 1.599  C26 1.449, H36 0.961
29 H 3.873 2.517 1.553  C25 1.096
30 H 5.374 3.454 1.754  C25 1.088
31 H 4.309 3.142 3.093  C25 1.093
32 H 5.746 1.232 3.450  C26 1.094
33 H 5.087 -0.777 2.196  C27 1.093
34 H 4.674 0.213 0.800  C27 1.090
35 H 3.616 0.130 2.247  C27 1.090
36 H 7.156 2.108 1.806  O28 0.961
37 C 3.856 4.549 -3.796  C38 1.526, H41 1.084, H42 1.093, H43 1.090
38 C 4.726 3.460 -3.176  C37 1.526, C39 1.519, O40 1.427, H44 1.096
39 C 4.141 2.984 -1.857  C38 1.519, H45 1.093, H46 1.100, H47 1.095
40 O 4.800 2.376 -4.101  C38 1.427, H48 0.961
41 H 3.881 4.556 -4.879  C37 1.084
42 H 4.171 5.498 -3.353  C37 1.093
43 H 2.836 4.431 -3.430  C37 1.090
44 H 5.720 3.841 -2.914  C38 1.096
45 H 4.707 2.142 -1.452  C39 1.093
46 H 3.103 2.633 -1.942  C39 1.100
47 H 4.040 3.774 -1.105  C39 1.095
48 H 5.565 1.836 -3.883  O40 0.961
49 C -5.280 -3.371 -2.261  C50 1.513, H53 1.091, H54 1.092, H55 1.092
50 C -3.813 -3.233 -1.920  C49 1.513, C51 1.515, O52 1.455, H56 1.091
51 C -3.147 -4.586 -1.780  C50 1.515, H57 1.087, H58 1.092, H59 1.097
52 O -3.117 -2.557 -3.004  C50 1.455, H60 0.962
53 H -5.795 -2.428 -2.452  C49 1.091
54 H -5.778 -3.873 -1.429  C49 1.092
55 H -5.378 -3.962 -3.173  C49 1.092
56 H -3.637 -2.646 -1.017  C50 1.091
57 H -2.390 -4.628 -1.000  C51 1.087
58 H -2.765 -4.961 -2.731  C51 1.092
59 H -3.900 -5.341 -1.521  C51 1.097
60 H -3.301 -1.617 -2.929  O52 0.962
61 C -3.129 1.690 1.496  C62 1.511, H65 1.094, H66 1.091, H67 1.098
62 C -3.937 0.456 1.168  C61 1.511, C63 1.529, O64 1.424, H68 1.091
63 C -3.852 0.099 -0.316  C62 1.529, H69 1.092, H70 1.094, H71 1.090
64 O -3.421 -0.586 1.990  C62 1.424, H72 0.969
65 H -2.077 1.496 1.267  C61 1.094
66 H -3.169 1.986 2.546  C61 1.091
67 H -3.394 2.603 0.948  C61 1.098
68 H -4.988 0.571 1.437  C62 1.091
69 H -4.006 -0.972 -0.461  C63 1.092
70 H -2.853 0.359 -0.682  C63 1.094
71 H -4.592 0.638 -0.908  C63 1.090
72 H -2.489 -0.723 1.760  O64 0.969
73 C -2.705 -3.968 2.124  C74 1.519, H77 1.095, H78 1.092, H79 1.091
74 C -2.822 -4.098 3.633  C73 1.519, C75 1.500, O76 1.445, H80 1.097
75 C -2.347 -5.428 4.136  C74 1.500, H81 1.093, H82 1.091, H83 1.090
76 O -2.044 -3.078 4.298  C74 1.445, H84 0.963
77 H -1.709 -4.295 1.806  C73 1.095
78 H -2.777 -2.946 1.745  C73 1.092
79 H -3.451 -4.605 1.645  C73 1.091
80 H -3.866 -3.908 3.910  C74 1.097
81 H -1.375 -5.721 3.731  C75 1.093
82 H -3.052 -6.213 3.857  C75 1.091
83 H -2.234 -5.388 5.220  C75 1.090
84 H -2.297 -2.234 3.910  O76 0.963
85 C 1.446 0.056 0.194  C86 1.523, H89 1.096, H90 1.098, H91 1.087
86 C -0.049 -0.158 0.005  C85 1.523, C87 1.529, O88 1.434, H92 1.087
87 C -0.288 -1.059 -1.207  C86 1.529, H93 1.089, H94 1.091, H95 1.099
88 O -0.625 -0.804 1.149  C86 1.434, H96 0.964
89 H 1.626 0.953 0.799  C85 1.096
90 H 1.947 0.379 -0.728  C85 1.098
91 H 1.936 -0.849 0.546  C85 1.087
92 H -0.546 0.797 -0.150  C86 1.087
93 H 0.063 -2.083 -1.098  C87 1.089
94 H 0.072 -0.551 -2.104  C87 1.091
95 H -1.368 -1.208 -1.349  C87 1.099
96 H -0.358 -1.730 1.130  O88 0.964
97 C 0.830 -6.022 0.713  C98 1.532, H101 1.089, H102 1.096, H103 1.090
98 C 1.451 -4.623 0.651  C97 1.532, C99 1.516, O100 1.429, H104 1.097
99 C 1.846 -4.227 -0.758  C98 1.516, H105 1.092, H106 1.097, H107 1.090
100 O 0.535 -3.657 1.170  C98 1.429, H108 0.965
101 H -0.229 -6.022 0.461  C97 1.089
102 H 0.940 -6.380 1.742  C97 1.096
103 H 1.354 -6.741 0.083  C97 1.090
104 H 2.396 -4.675 1.206  C98 1.097
105 H 2.137 -3.178 -0.831  C99 1.092
106 H 1.022 -4.326 -1.475  C99 1.097
107 H 2.635 -4.862 -1.161  C99 1.090
108 H 0.601 -3.718 2.130  O100 0.965
109 C -0.125 4.533 -2.848  C110 1.518, H113 1.090, H114 1.093, H115 1.091
110 C -0.252 3.086 -3.290  C109 1.518, C111 1.505, O112 1.449, H116 1.094
111 C -1.414 2.391 -2.634  C110 1.505, H117 1.092, H118 1.096, H119 1.092
112 O -0.427 3.029 -4.727  C110 1.449, H120 0.960
113 H 0.878 4.917 -3.036  C109 1.090
114 H -0.325 4.645 -1.779  C109 1.093
115 H -0.802 5.200 -3.382  C109 1.091
116 H 0.681 2.555 -3.078  C110 1.094
117 H -2.344 2.961 -2.583  C111 1.092
118 H -1.168 2.173 -1.588  C111 1.096
119 H -1.632 1.433 -3.109  C111 1.092
120 H 0.386 2.661 -5.081  O112 0.960
121 C -1.046 -1.739 -5.432  C122 1.521, H125 1.088, H126 1.095, H127 1.093
122 C -0.667 -3.207 -5.313  C121 1.521, C123 1.522, O124 1.430, H128 1.089
123 C 0.159 -3.453 -4.058  C122 1.522, H129 1.093, H130 1.096, H131 1.091
124 O -1.850 -4.004 -5.217  C122 1.430, H132 0.966
125 H -1.839 -1.611 -6.165  C121 1.088
126 H -0.147 -1.162 -5.674  C121 1.095
127 H -1.391 -1.334 -4.478  C121 1.093
128 H -0.105 -3.534 -6.186  C122 1.089
129 H 1.139 -2.970 -4.090  C123 1.093
130 H 0.370 -4.521 -3.930  C123 1.096
131 H -0.431 -3.196 -3.177  C123 1.091
132 H -2.292 -3.729 -4.404  O124 0.966

For the highest occupied orbital energy, the calculation gives -9.67 eV. The value obtained for the orbital gap is 10.105 eV. As for the SMILES: CC(C)O.CC(C)O.CC(C)O.CC(C)O.CC(C)O.CC(C)O.CC(C)O.CC(C)O.CC(C)O.CC(C)O.CC(C)O. The molar mass comes out at 661.1 g/mol. The charge is 0.


#2
Density functional theory data (wB97M-V/def2-TZVPD) for 11 unconnected molecules or ions with the total composition C33H88O11.

Each atom is followed by the atoms it is bonded to, with distances in Å.
Positions of all 132 atoms, in Å:
1 C -4.954 -4.004 18.199  C2 1.526, H5 1.094, H6 1.093, H7 1.091
2 C -4.566 -4.191 16.736  C1 1.526, C3 1.531, O4 1.422, H8 1.098
3 C -4.340 -2.888 15.964  C2 1.531, H9 1.087, H10 1.092, H11 1.094
4 O -3.349 -4.912 16.593  C2 1.422, H12 0.968
5 H -5.814 -3.329 18.245  C1 1.094
6 H -4.107 -3.596 18.756  C1 1.093
7 H -5.281 -4.886 18.752  C1 1.091
8 H -5.358 -4.768 16.244  C2 1.098
9 H -4.039 -3.108 14.943  C3 1.087
10 H -3.555 -2.315 16.462  C3 1.092
11 H -5.214 -2.229 15.956  C3 1.094
12 H -2.948 -5.003 17.470  O4 0.968
13 C -2.512 -9.422 26.549  C14 1.529, H17 1.097, H18 1.087, H19 1.095
14 C -1.755 -10.450 27.391  C13 1.529, C15 1.504, O16 1.441, H20 1.090
15 C -1.435 -9.875 28.743  C14 1.504, H21 1.092, H22 1.094, H23 1.090
16 O -2.648 -11.555 27.632  C14 1.441, H24 0.963
17 H -3.308 -9.004 27.179  C13 1.097
18 H -2.966 -9.782 25.630  C13 1.087
19 H -1.922 -8.510 26.420  C13 1.095
20 H -0.905 -10.861 26.846  C14 1.090
21 H -2.324 -9.592 29.312  C15 1.092
22 H -0.855 -8.949 28.682  C15 1.094
23 H -0.868 -10.607 29.319  C15 1.090
24 H -3.308 -11.193 28.233  O16 0.963
25 C 0.109 -4.775 20.427  C26 1.546, H29 1.088, H30 1.086, H31 1.094
26 C -1.035 -4.223 19.545  C25 1.546, C27 1.522, O28 1.444, H32 1.092
27 C -0.507 -3.728 18.207  C26 1.522, H33 1.094, H34 1.094, H35 1.093
28 O -1.959 -5.299 19.274  C26 1.444, H36 0.970
29 H 0.746 -5.425 19.831  C25 1.088
30 H -0.342 -5.197 21.321  C25 1.086
31 H 0.714 -3.885 20.617  C25 1.094
32 H -1.547 -3.407 20.061  C26 1.092
33 H 0.051 -4.500 17.669  C27 1.094
34 H 0.138 -2.850 18.295  C27 1.094
35 H -1.258 -3.449 17.465  C27 1.093
36 H -1.394 -6.077 19.401  O28 0.970
37 C -6.029 -10.369 18.437  C38 1.507, H41 1.091, H42 1.100, H43 1.086
38 C -7.253 -11.236 18.292  C37 1.507, C39 1.515, O40 1.424, H44 1.102
39 C -8.574 -10.550 18.577  C38 1.515, H45 1.091, H46 1.090, H47 1.094
40 O -7.206 -11.817 16.993  C38 1.424, H48 0.962
41 H -5.514 -10.335 19.399  C37 1.091
42 H -6.323 -9.314 18.338  C37 1.100
43 H -5.293 -10.481 17.646  C37 1.086
44 H -7.185 -12.111 18.958  C38 1.102
45 H -9.455 -11.190 18.513  C39 1.091
46 H -8.756 -9.695 17.926  C39 1.090
47 H -8.442 -10.271 19.627  C39 1.094
48 H -7.990 -12.365 16.893  O40 0.962
49 C 1.913 -8.945 20.400  C50 1.533, H53 1.092, H54 1.087, H55 1.090
50 C 0.394 -8.929 20.605  C49 1.533, C51 1.507, O52 1.449, H56 1.094
51 C -0.051 -8.531 21.988  C50 1.507, H57 1.090, H58 1.096, H59 1.090
52 O -0.182 -7.953 19.703  C50 1.449, H60 0.982
53 H 2.381 -9.257 21.335  C49 1.092
54 H 2.352 -7.982 20.153  C49 1.087
55 H 2.060 -9.674 19.602  C49 1.090
56 H -0.037 -9.927 20.479  C50 1.094
57 H 0.135 -7.497 22.284  C51 1.090
58 H 0.570 -9.111 22.680  C51 1.096
59 H -1.106 -8.787 22.074  C51 1.090
60 H -0.538 -8.495 18.966  O52 0.982
61 C -5.978 -0.621 21.819  C62 1.515, H65 1.096, H66 1.094, H67 1.094
62 C -5.731 -2.048 22.266  C61 1.515, C63 1.521, O64 1.417, H68 1.094
63 C -4.259 -2.426 22.335  C62 1.521, H69 1.089, H70 1.087, H71 1.094
64 O -6.381 -2.227 23.512  C62 1.417, H72 0.963
65 H -5.518 0.143 22.457  C61 1.096
66 H -7.032 -0.330 21.859  C61 1.094
67 H -5.733 -0.344 20.789  C61 1.094
68 H -6.194 -2.698 21.518  C62 1.094
69 H -3.830 -2.278 21.345  C63 1.089
70 H -4.205 -3.448 22.700  C63 1.087
71 H -3.841 -1.719 23.058  C63 1.094
72 H -5.935 -1.670 24.159  O64 0.963
73 C -4.194 -6.462 21.596  C74 1.497, H77 1.089, H78 1.090, H79 1.094
74 C -5.075 -7.662 21.761  C73 1.497, C75 1.545, O76 1.428, H80 1.095
75 C -4.501 -8.627 22.821  C74 1.545, H81 1.094, H82 1.094, H83 1.090
76 O -6.382 -7.293 22.203  C74 1.428, H84 0.968
77 H -3.122 -6.639 21.514  C73 1.089
78 H -4.343 -5.707 22.368  C73 1.090
79 H -4.520 -6.014 20.652  C73 1.094
80 H -5.219 -8.194 20.815  C74 1.095
81 H -3.492 -8.954 22.554  C75 1.094
82 H -5.039 -9.578 22.877  C75 1.094
83 H -4.474 -8.283 23.855  C75 1.090
84 H -6.929 -7.026 21.452  O76 0.968
85 C -9.737 -6.904 19.600  C86 1.535, H89 1.094, H90 1.089, H91 1.090
86 C -8.256 -6.856 19.202  C85 1.535, C87 1.525, O88 1.438, H92 1.093
87 C -8.013 -6.660 17.708  C86 1.525, H93 1.091, H94 1.096, H95 1.088
88 O -7.616 -5.850 20.007  C86 1.438, H96 0.963
89 H -10.183 -7.663 18.951  C85 1.094
90 H -10.271 -5.959 19.509  C85 1.089
91 H -9.835 -7.262 20.625  C85 1.090
92 H -7.832 -7.818 19.500  C86 1.093
93 H -6.976 -6.388 17.505  C87 1.091
94 H -8.526 -5.762 17.346  C87 1.096
95 H -8.405 -7.543 17.211  C87 1.088
96 H -7.977 -5.008 19.708  O88 0.963
97 C -3.002 -10.115 16.328  C98 1.521, H101 1.088, H102 1.093, H103 1.093
98 C -2.448 -8.955 17.141  C97 1.521, C99 1.535, O100 1.439, H104 1.092
99 C -3.199 -8.588 18.428  C98 1.535, H105 1.089, H106 1.093, H107 1.094
100 O -1.121 -9.325 17.560  C98 1.439, H108 0.961
101 H -4.026 -10.017 15.973  C97 1.088
102 H -3.014 -11.053 16.889  C97 1.093
103 H -2.248 -10.214 15.543  C97 1.093
104 H -2.324 -8.042 16.554  C98 1.092
105 H -2.834 -7.644 18.830  C99 1.089
106 H -3.267 -9.293 19.261  C99 1.093
107 H -4.264 -8.432 18.235  C99 1.094
108 H -0.767 -10.054 17.045  O100 0.961
109 C -1.716 -12.464 20.457  C110 1.549, H113 1.094, H114 1.093, H115 1.090
110 C -2.427 -12.403 21.832  C109 1.549, C111 1.550, O112 1.428, H116 1.091
111 C -3.831 -13.041 21.679  C110 1.550, H117 1.092, H118 1.089, H119 1.096
112 O -1.721 -13.203 22.781  C110 1.428, H120 0.960
113 H -1.947 -11.602 19.823  C109 1.094
114 H -2.084 -13.293 19.846  C109 1.093
115 H -0.629 -12.545 20.465  C109 1.090
116 H -2.424 -11.357 22.142  C110 1.091
117 H -4.485 -12.946 22.549  C111 1.092
118 H -3.845 -14.092 21.396  C111 1.089
119 H -4.291 -12.480 20.858  C111 1.096
120 H -2.323 -13.414 23.499  O112 0.960
121 C -7.344 -11.191 22.243  C122 1.538, H125 1.088, H126 1.099, H127 1.090
122 C -8.566 -10.318 22.575  C121 1.538, C123 1.502, O124 1.421, H128 1.099
123 C -9.721 -10.965 23.285  C122 1.502, H129 1.091, H130 1.092, H131 1.090
124 O -8.083 -9.256 23.386  C122 1.421, H132 0.971
125 H -6.595 -10.678 21.644  C121 1.088
126 H -7.718 -12.027 21.635  C121 1.099
127 H -6.931 -11.630 23.152  C121 1.090
128 H -8.881 -9.897 21.609  C122 1.099
129 H -10.273 -11.722 22.724  C123 1.091
130 H -10.466 -10.185 23.457  C123 1.092
131 H -9.409 -11.385 24.241  C123 1.090
132 H -7.503 -8.688 22.853  O124 0.971

For the highest occupied orbital energy, the calculation gives -9.52 eV. The value obtained for the orbital gap is 10.034 eV. As for the SMILES: CC(C)O.CC(C)O.CC(C)O.CC(C)O.CC(C)O.CC(C)O.CC(C)O.CC(C)O.CC(C)O.CC(C)O.CC(C)O. The molar mass comes out at 661.1 g/mol. The charge is 0.


Of them, #1 has the highest stability.